1.
Density functional theory data (the ωB97M-V functional and the def2-TZVPD basis) for C13H21InN2S as an isolated structure in a non-equilibrium geometry.

Output
total energy = -32795.6068 eV
energy above the lowest of the compared OMol25 structures with the same formula, charge and spin = 8.7 kJ/mol
LUMO level = -8.07 eV

```
! RIJCOSX wB97M-V def2-TZVPD def2/J DEFGRID3
* xyz 2 1
In 0.090 -0.899 -1.423
S 0.698 -0.456 1.197
N 2.417 -1.037 -1.435
N 0.863 1.345 -1.322
C 2.338 1.449 -1.302
C -3.362 0.302 -0.069
C 0.162 1.967 -0.174
C -3.189 -1.148 2.314
C -2.772 -0.976 -0.058
C 0.554 1.361 1.170
C -2.320 -1.572 -1.277
C -3.862 0.842 1.097
C 2.962 0.234 -1.964
C -3.768 0.117 2.286
C 2.958 -1.523 -0.143
C -2.690 -1.692 1.148
C 2.495 -0.773 1.102
H 2.733 0.258 -3.031
H -2.577 -1.124 -2.228
H -3.448 0.841 -1.006
H -4.162 0.542 3.200
H -2.067 -2.623 -1.303
H 3.005 0.176 1.249
H 4.051 -1.501 -0.159
H 2.662 -2.568 -0.054
H 2.627 -1.760 -2.120
H -4.345 1.810 1.091
H 2.668 1.552 -0.273
H 4.049 0.270 -1.863
H 1.490 1.755 1.561
H 0.344 3.044 -0.128
H -0.218 1.611 1.896
H 2.730 -1.394 1.965
H -2.256 -2.686 1.148
H -0.908 1.826 -0.334
H -3.146 -1.704 3.240
H 0.515 1.790 -2.168
H 2.677 2.342 -1.828
*
```


2.
Density functional theory data (the ωB97M-V functional and the def2-TZVPD basis) for an isolated ion of composition C13H21N2 and charge +1 in a non-equilibrium geometry.

Output
total energy = -16791.2487 eV
SMILES = C=CC(=C)[C@@H]1C[N@H+](C)C2=C1CCN(C)C2
energy above the lowest of the compared OMol25 structures with the same formula, charge and spin = 540.2 kJ/mol
LUMO level = -2.92 eV

```
! RIJCOSX wB97M-V def2-TZVPD def2/J DEFGRID3
* xyz 1 1
N 1.639 -0.822 0.977
N 0.972 1.365 -2.018
C -0.090 -0.751 -0.594
C -0.439 1.275 -1.884
C -1.641 -1.466 0.893
C 1.689 2.303 -2.897
C -0.359 -1.897 0.187
C -2.307 0.551 2.137
C -0.883 -0.141 -1.776
C -1.806 -0.650 2.138
C -2.853 -1.512 0.242
C 1.020 -0.103 -0.161
C 0.844 -2.082 1.073
C 1.522 -0.071 2.245
C 1.542 1.206 -0.686
H 1.492 -2.966 0.839
H -0.582 -2.852 -0.238
H 2.145 0.760 2.207
H 1.784 -0.642 3.045
H -2.329 0.966 1.127
H 2.622 1.184 -0.557
H 0.595 -2.282 2.111
H 2.684 -0.929 0.640
H 1.409 2.085 -3.977
H -1.905 -0.164 -1.572
H -0.881 1.750 -2.666
H -0.565 -0.825 -2.616
H 2.770 2.430 -2.768
H -2.824 -1.883 -0.739
H 1.328 3.287 -2.803
H -1.550 -1.146 3.127
H -2.392 1.142 3.030
H 1.327 1.834 0.160
H -0.742 1.932 -1.074
H 0.506 0.173 2.285
H -3.742 -1.057 0.561
*
```


3.
Density functional theory data (the ωB97M-V functional and the def2-TZVPD basis) for a 2-piece molecular cluster, C13H21N2 overall in a non-equilibrium geometry.

Output
total energy = -16793.3844 eV
energy above the lowest of the compared OMol25 structures with the same formula, charge and spin = 334.2 kJ/mol
LUMO level = -3.90 eV

```
! RIJCOSX wB97M-V def2-TZVPD def2/J DEFGRID3
* xyz 1 1
N 0.081 0.194 -0.769
N 2.422 0.835 0.320
C -3.330 0.178 0.530
C -0.847 0.378 0.069
C 3.224 -0.195 -0.352
C -2.240 -1.199 -1.107
C -1.083 -1.682 -1.885
C -4.636 -0.384 0.233
C -0.125 -0.241 2.460
C -4.660 -1.490 -0.582
C -0.049 -0.568 -1.986
C -0.521 0.884 1.475
C -2.182 -0.084 -0.233
C -3.431 -1.843 -1.160
C 2.730 2.217 0.124
H -0.941 -0.966 2.470
H -5.497 -2.077 -0.831
H -1.406 -2.024 -2.904
H 3.102 -0.260 -1.501
H 2.098 2.710 0.796
H -0.225 0.245 -2.747
H 3.810 2.364 0.317
H 2.501 2.403 -0.909
H 2.389 0.611 1.256
H 4.203 -0.088 -0.238
H -3.346 1.057 1.223
H 2.923 -1.234 0.035
H 0.213 1.781 1.347
H 0.922 -0.657 2.156
H 1.078 0.377 -0.791
H -3.433 -2.838 -1.525
H 1.049 -0.932 -2.232
H -1.482 1.435 1.948
H -0.019 -0.018 3.492
H -0.481 -2.497 -1.271
H -5.542 -0.051 0.653
*
```


4.
Density functional theory data (the ωB97M-V functional and the def2-TZVPD basis) for one molecule with the formula C13H21N3O3S in a non-equilibrium geometry.

Output
total energy = -35267.1643 eV
SMILES = COc1cc(C)c(S(=O)(=O)N[C@H]2CCNN2)c(C)c1C
energy above the lowest of the compared OMol25 structures with the same formula, charge and spin = 305.9 kJ/mol
LUMO level = 0.62 eV

```
! RIJCOSX wB97M-V def2-TZVPD def2/J DEFGRID3
* xyz 0 1
S 0.000 2.480 -0.418
O 1.144 3.335 -0.740
O -1.308 3.129 -0.672
O 0.300 -1.129 4.350
N 2.702 0.760 -3.650
N 1.847 1.634 -2.882
N -0.035 1.386 -1.652
C 1.129 0.858 3.149
C -1.674 -1.644 2.513
C 1.129 -0.781 5.450
C 1.983 2.906 1.997
C 1.032 1.742 2.064
C 1.233 -0.539 -2.386
C 0.232 -0.253 3.269
C 1.300 0.847 -1.818
C 0.032 1.517 1.128
C -0.905 0.447 1.271
C -0.748 -0.457 2.319
C 1.919 -0.464 -3.800
C -2.068 0.231 0.308
H 2.498 3.003 2.973
H -1.861 -2.140 1.565
H -0.282 1.915 -2.486
H 1.930 0.898 -0.895
H 2.738 2.750 1.214
H 1.009 -1.546 6.229
H 2.549 -1.338 -3.960
H -2.619 -1.365 2.945
H 1.453 3.819 1.775
H -2.894 -0.342 0.769
H 0.870 0.215 5.879
H -1.769 -0.297 -0.604
H 1.772 -1.195 -1.689
H 1.155 -0.422 -4.558
H 2.207 -0.741 5.136
H 0.208 -0.912 -2.452
H -2.550 1.195 0.060
H 1.907 1.072 3.866
H 2.967 1.140 -4.536
H 2.380 2.393 -2.458
H -1.216 -2.411 3.127
*
```


5.
Density functional theory data (the ωB97M-V functional and the def2-TZVPD basis) for one molecule with the formula C13H21N3O3S.

Output
total energy = -35270.3349 eV
SMILES = CC(C)CN[C@@H](C)C(=O)Nc1ccc(S(N)(=O)=O)cc1
energy above the lowest of the compared OMol25 structures with the same formula, charge and spin = 0.0 kJ/mol
LUMO level = 0.54 eV

```
! RIJCOSX wB97M-V def2-TZVPD def2/J DEFGRID3
* xyz 0 1
S -1.590 3.870 -4.985
O -0.571 4.872 -5.028
O -1.939 3.149 -6.169
O -1.702 -1.739 -0.903
N -0.417 0.120 -0.539
N 0.516 -0.678 1.723
N -2.987 4.635 -4.469
C -1.831 1.475 -3.663
C -0.248 -1.702 1.024
C 2.093 -3.408 2.999
C -1.345 -2.355 1.867
C 1.966 -1.941 3.407
C 1.854 -1.004 2.183
C -1.580 0.593 -2.629
C -0.891 -1.120 -0.253
C 3.169 -1.544 4.261
C -0.711 0.962 -1.600
C -1.224 2.716 -3.671
C -0.359 3.095 -2.662
C -0.100 2.219 -1.627
H 2.323 -0.047 2.435
H -0.032 -0.298 2.489
H -2.042 -0.380 -2.607
H -1.916 -3.040 1.246
H -2.863 5.196 -3.644
H 0.580 2.497 -0.834
H 3.259 -2.206 5.120
H 2.403 -1.428 1.339
H -2.482 1.209 -4.480
H 0.443 -2.475 0.667
H 1.245 -3.737 2.404
H 1.060 -1.819 4.013
H -3.789 4.031 -4.424
H -2.023 -1.593 2.248
H 3.068 -0.524 4.626
H -0.923 -2.902 2.707
H 0.108 4.066 -2.716
H 4.084 -1.614 3.678
H 2.149 -4.040 3.883
H 0.246 0.448 0.166
H 3.000 -3.557 2.416
*
```


Repeat the fourth record exactly.
Density functional theory data (the ωB97M-V functional and the def2-TZVPD basis) for one molecule with the formula C13H21N3O3S in a non-equilibrium geometry.

Output
total energy = -35267.1643 eV
SMILES = COc1cc(C)c(S(=O)(=O)N[C@H]2CCNN2)c(C)c1C
energy above the lowest of the compared OMol25 structures with the same formula, charge and spin = 305.9 kJ/mol
LUMO level = 0.62 eV

```
! RIJCOSX wB97M-V def2-TZVPD def2/J DEFGRID3
* xyz 0 1
S 0.000 2.480 -0.418
O 1.144 3.335 -0.740
O -1.308 3.129 -0.672
O 0.300 -1.129 4.350
N 2.702 0.760 -3.650
N 1.847 1.634 -2.882
N -0.035 1.386 -1.652
C 1.129 0.858 3.149
C -1.674 -1.644 2.513
C 1.129 -0.781 5.450
C 1.983 2.906 1.997
C 1.032 1.742 2.064
C 1.233 -0.539 -2.386
C 0.232 -0.253 3.269
C 1.300 0.847 -1.818
C 0.032 1.517 1.128
C -0.905 0.447 1.271
C -0.748 -0.457 2.319
C 1.919 -0.464 -3.800
C -2.068 0.231 0.308
H 2.498 3.003 2.973
H -1.861 -2.140 1.565
H -0.282 1.915 -2.486
H 1.930 0.898 -0.895
H 2.738 2.750 1.214
H 1.009 -1.546 6.229
H 2.549 -1.338 -3.960
H -2.619 -1.365 2.945
H 1.453 3.819 1.775
H -2.894 -0.342 0.769
H 0.870 0.215 5.879
H -1.769 -0.297 -0.604
H 1.772 -1.195 -1.689
H 1.155 -0.422 -4.558
H 2.207 -0.741 5.136
H 0.208 -0.912 -2.452
H -2.550 1.195 0.060
H 1.907 1.072 3.866
H 2.967 1.140 -4.536
H 2.380 2.393 -2.458
H -1.216 -2.411 3.127
*
```